No. 1
The following is a quantum chemistry calculation of C47H52N4O7S2Tl as an isolated structure, from the OMol25 dataset.

Geometry as ORCA input:
```
! RIJCOSX wB97M-V def2-TZVPD def2/J DEFGRID3
* xyz 1 1
Tl -1.02648 1.88467 0.24134
C 3.96564 2.88831 3.48241
N 3.23635 3.06374 2.23115
C 3.80613 3.98081 1.25036
C 2.06150 2.45468 1.97656
O 1.47431 2.54926 0.90236
C 1.49681 1.61401 3.10966
O 0.15388 1.33451 2.81754
C -0.45310 0.54783 3.81121
C -1.94645 0.48853 3.53148
O -2.43417 1.11512 2.60050
N -2.66649 -0.27851 4.37914
C -4.12084 -0.30573 4.26764
C -2.07265 -0.99113 5.50486
H 3.51884 3.45687 4.30187
H 4.98147 3.24713 3.33764
H 4.02400 1.83829 3.76665
H 4.03418 4.93233 1.73191
H 3.08318 4.14144 0.45758
H 4.72133 3.56858 0.82209
H 1.57363 2.15717 4.05760
H 2.08825 0.69260 3.20255
H -0.29997 0.98865 4.80499
H -0.02422 -0.45871 3.81550
H -4.41606 0.23685 3.37672
H -4.57666 0.16060 5.14327
H -4.46983 -1.33652 4.19591
H -1.19697 -1.56277 5.19855
H -2.80720 -1.69232 5.89087
H -1.79112 -0.31569 6.31714
C -0.07695 -5.41572 -3.39006
C 0.52750 -4.05067 -3.59918
C 1.28914 -3.94133 -4.91569
O 1.36245 -3.73333 -2.49428
C 1.39930 -2.32383 -2.44420
C 0.01555 -1.91229 -2.95394
O -0.51483 -3.06503 -3.55425
C -0.69815 -1.32821 -1.71040
O -1.44975 -0.16343 -2.07692
C -1.49473 -2.26723 -0.81302
C -2.25152 -3.32704 -1.30377
C -2.99239 -4.11921 -0.43466
C -3.00760 -3.84790 0.92376
C -2.29158 -2.76276 1.41227
C -1.54269 -1.98035 0.55014
C -2.61858 -0.35874 -2.80004
C -2.56520 -0.31819 -4.18543
C -3.73106 -0.47313 -4.92251
C -4.94364 -0.66013 -4.27454
C -4.98927 -0.67286 -2.88619
C -3.82935 -0.51526 -2.14280
C 1.55555 -1.61453 -1.06654
O 0.39415 -0.74734 -1.02231
C 2.78660 -0.72035 -1.15826
C 2.68884 0.65493 -1.28854
C 3.83990 1.42698 -1.41327
C 5.08842 0.82801 -1.41072
C 5.18817 -0.55377 -1.27798
C 4.04408 -1.32272 -1.15298
C 1.62322 -2.44015 0.23275
C 1.27315 -3.78000 0.36943
C 1.29718 -4.39463 1.61713
C 1.67008 -3.68765 2.74675
C 2.03719 -2.35308 2.62023
C 2.00406 -1.73826 1.37972
H 0.69195 -6.18250 -3.47832
H -0.84120 -5.58021 -4.14923
H -0.53574 -5.47216 -2.40192
H 2.23863 -4.47073 -4.83308
H 1.48560 -2.89863 -5.17104
H 0.69888 -4.37952 -5.71974
H 2.18130 -1.95588 -3.10775
H 0.08976 -1.09016 -3.66851
H -2.27436 -3.53462 -2.36134
H -3.57156 -4.94513 -0.82945
H -3.57541 -4.47869 1.59734
H -2.30839 -2.52827 2.46921
H -0.97279 -1.14425 0.93477
H -1.61491 -0.16855 -4.68319
H -3.68992 -0.44519 -6.00415
H -5.85588 -0.77714 -4.84530
H -5.93634 -0.81019 -2.37990
H -3.85863 -0.50335 -1.06011
H 1.71643 1.12529 -1.27889
H 3.75274 2.50110 -1.52019
H 5.98275 1.42845 -1.52198
H 6.16000 -1.03123 -1.27092
H 4.11971 -2.40095 -1.05162
H 0.98113 -4.35636 -0.49077
H 1.02419 -5.43945 1.69777
H 1.68631 -4.17056 3.71596
H 2.38015 -1.80608 3.49211
H 2.28993 -0.69578 1.28286
C -1.65539 4.05793 3.50262
C -1.27922 4.94464 2.35941
N -1.06246 4.54653 1.14573
C -0.72409 5.59247 0.30967
C -0.68266 6.80799 0.91455
S -1.08748 6.65572 2.56808
C -0.44109 5.31716 -1.10314
C -0.18276 6.22761 -2.07845
S 0.13045 5.42639 -3.55528
C -0.11540 3.89918 -2.78270
N -0.40795 4.00850 -1.52257
C -0.03256 2.60692 -3.52950
H -1.88469 3.06184 3.12408
H -2.52355 4.45365 4.02996
H -0.83421 3.98992 4.22038
H -0.43982 7.76838 0.48709
H -0.15558 7.30391 -2.00856
H 0.47838 2.73233 -4.48255
H -1.03797 2.22730 -3.71838
H 0.48919 1.86099 -2.92975
*
```

As for the HOMO energy: -0.3848 hartree. As for the gap between HOMO and LUMO: 8.768 eV. Its LUMO energy is -0.06253 Ha.

***

No. 2
The following is a quantum chemistry calculation of C47H52N9O5S3SeTi as an isolated structure in a non-equilibrium geometry, from the OMol25 dataset.

Geometry as ORCA input:
```
! RIJCOSX wB97M-V def2-TZVPD def2/J DEFGRID3
* xyz 2 2
Ti -0.05925 1.60636 0.43689
C -4.33530 2.18823 1.22186
N -4.11496 2.50631 -0.22220
C -5.12728 3.36739 -0.80142
C -2.97567 2.14315 -0.75689
O -2.17079 1.40372 -0.12987
C -2.65950 2.72279 -2.17074
O -1.40063 2.23647 -2.51921
C -0.51003 3.19400 -3.00525
C 0.14269 3.76570 -1.70855
O -0.10811 3.28117 -0.56628
N 1.06614 4.70275 -1.81173
C 1.73832 5.26857 -0.66655
C 1.51730 5.18881 -3.11893
H -5.43864 2.29013 1.35305
H -3.96747 1.17761 1.43871
H -3.81233 3.02593 1.74154
H -6.04469 2.80035 -0.98620
H -5.34113 4.20374 -0.14113
H -4.78546 3.82023 -1.74126
H -3.41321 2.45721 -2.90959
H -2.64159 3.83102 -2.02163
H 0.25983 2.73048 -3.63421
H -0.98549 3.99385 -3.58040
H 2.80576 5.07828 -0.77068
H 1.59591 6.38149 -0.62368
H 1.33791 4.87792 0.27448
H 0.88277 4.77914 -3.92784
H 1.53375 6.26107 -3.12939
H 2.59267 4.80875 -3.28671
C 5.64413 2.78969 -1.39890
O 4.79023 2.66860 -0.20692
C 3.52976 2.35234 -0.20222
O 2.80150 2.20562 -1.15457
N 3.07807 2.30197 1.14096
N 2.00981 1.45458 1.47756
H 6.65445 2.69311 -1.04819
H 5.41283 3.73690 -1.88244
H 5.35566 2.00492 -2.10124
H 3.87190 2.24464 1.79549
H 1.64425 1.74152 2.40993
H 2.30041 0.49953 1.67876
N -0.45029 0.05097 1.69183
S -0.78764 -1.24433 2.28944
N -0.98248 -2.61465 1.36809
S -0.71397 -2.60662 -0.15716
N 0.65212 -2.42728 -0.80609
S 1.43685 -0.99523 -1.09598
N 0.68523 0.25826 -1.00009
C 2.87178 -1.26632 -0.07585
C 2.76460 -1.86437 1.14604
C 3.79487 -1.74261 2.09132
C 4.96588 -1.07285 1.75198
C 5.06981 -0.52402 0.51332
C 4.03188 -0.59008 -0.44972
C 2.09345 -1.16198 -2.73303
C 2.66382 -2.37449 -3.17732
C 3.24917 -2.46435 -4.43434
C 3.23181 -1.32477 -5.23750
C 2.72720 -0.11353 -4.81480
C 2.20118 0.00078 -3.55299
C -1.96007 -1.60622 -0.93444
C -1.80436 -1.19969 -2.23677
C -2.92937 -0.79272 -2.95186
C -4.18314 -0.92471 -2.37367
C -4.37763 -1.31592 -1.03236
C -3.24552 -1.65651 -0.31429
C -1.18465 -4.23588 -0.67420
C -2.29358 -4.88279 -0.17891
C -2.76298 -6.01346 -0.82685
C -2.16780 -6.42304 -2.02567
C -1.05211 -5.76962 -2.52126
C -0.52157 -4.69077 -1.82030
C 0.45837 -1.73828 3.52519
C 1.08394 -0.63458 4.15590
C 1.98247 -0.80532 5.16315
C 2.32338 -2.11990 5.47103
C 1.70531 -3.22028 4.87901
C 0.72370 -3.02746 3.90714
C -2.25610 -1.35773 3.27918
C -2.66823 -0.14919 3.79573
C -3.64046 -0.15516 4.79504
C -4.11653 -1.36606 5.27437
C -3.61297 -2.61601 4.78595
C -2.65707 -2.60190 3.77917
H 1.83782 -2.35295 1.42258
H 3.62572 -2.20506 3.08590
H 5.83067 -1.05342 2.41902
H 5.91146 0.11855 0.34526
H 4.15512 0.01932 -1.35628
H 2.68458 -3.24789 -2.49713
H 3.66022 -3.37756 -4.88914
H 3.69471 -1.42160 -6.21583
H 2.81232 0.76205 -5.44744
H 1.88543 0.98523 -3.16134
H -0.82740 -1.14591 -2.66113
H -2.90000 -0.43557 -3.97397
H -5.09294 -0.71860 -2.90587
H -5.36741 -1.35341 -0.57902
H -3.37963 -1.95259 0.74255
H -2.75629 -4.51704 0.72268
H -3.60403 -6.61852 -0.42620
H -2.57366 -7.31702 -2.50577
H -0.63540 -6.09020 -3.44708
H 0.29539 -4.09187 -2.19389
H 0.61682 0.31329 3.92529
H 2.51412 -0.02298 5.60990
H 3.03512 -2.13650 6.30236
H 1.98002 -4.22772 5.12899
H 0.30050 -3.93623 3.45830
H -2.27528 0.75673 3.41588
H -3.94328 0.77100 5.25118
H -4.79135 -1.43399 6.10732
H -3.98416 -3.54997 5.18309
H -2.24390 -3.56333 3.36843
Se -0.85900 3.16694 2.46099
C -1.18088 4.77348 1.50677
N -1.44823 5.69801 0.82172
*
```

As for the HOMO energy (spin up / spin down): -0.4352 / -0.4472 hartree. As for the gap between HOMO and LUMO (spin up / spin down): 7.360 / 7.686 eV. Its LUMO energy (spin up / spin down) is -0.16477 / -0.16474 Ha. The relative energy (zero: lowest compared OMol25 entry of this formula, charge and spin) comes out at 1.262 eV.

***

Which formula does entry 1 have?
C47H52N4O7S2Tl